Run a
Molecular formula: C2H8N6
Method: DFT, ωB97M-V with the def2-TZVPD basis set

Cartesian coordinates (Å):
H 2.991 0.867 -1.081
N 3.017 0.094 -0.203
C 1.728 -0.028 -0.004
N 1.135 -1.003 0.821
N 0.563 0.794 -0.293
N -0.340 -0.051 -0.925
C -1.505 -0.105 -0.241
N -1.789 1.201 0.474
N -2.252 -1.189 -0.467
H -2.945 -1.246 0.262
H 2.030 -1.710 0.844
H 0.183 -1.256 0.786
H 0.852 1.602 -0.934
H 0.127 -1.073 -1.143
H -1.044 1.785 1.054
H -2.751 1.319 1.049

Calculated values
- HOMO energy (Eh) = -0.333
- total charge = 0
- HOMO-LUMO gap (Eh) = 0.3565
- E_LUMO (eV) = 0.629
- structure (SMILES) = [H]/N=C(/N)NN/C(N)=N/[H]

Here are the natural (NBO) charges for atoms 1 to 6, given in e: 0.336 -0.704 0.537 -0.863 -0.490 -0.476

Run b
Molecular formula: C2H8N6
Method: DFT, ωB97M-V with the def2-TZVPD basis set

Cartesian coordinates (Å):
H -1.392 -2.546 -0.135
N -1.931 -1.752 0.073
C -1.044 -0.772 -0.065
N 0.158 -0.693 -0.771
C 1.191 -0.329 0.013
N 2.387 -0.095 -0.639
N 1.173 0.041 1.338
N -1.448 0.440 0.516
N -1.665 1.494 -0.592
H 2.318 -0.655 -1.429
H 3.306 -0.140 -0.143
H 1.613 0.986 1.385
H 0.206 0.416 1.524
H -2.367 0.397 1.125
H -1.665 1.010 -1.567
H -0.841 2.198 -0.635

Calculated values
- HOMO energy (Eh) = -0.338
- total charge = 0
- HOMO-LUMO gap (Eh) = 0.3614
- E_LUMO (eV) = 0.646
- structure (SMILES) = [H]/N=C(\N=C(N)N)NN

Here are the natural (NBO) charges for atoms 1 to 6, given in e: 0.329 -0.686 0.520 -0.627 0.625 -0.804

Which of the structures shown above is the most stable? The most stable is run b.